(1)
{"formula": "C42H32Br2F9HfN4O2P2", "method": "ωB97M-V with the def2-TZVPD basis set", "elements": ["Hf", "Br", "C", "Br", "H", "H", "O", "C", "O", "C", "P", "C", "C", "C", "C", "C", "C", "C", "C", "C", "C", "C", "C", "H", "H", "H", "H", "H", "H", "H", "H", "H", "H", "H", "H", "N", "C", "C", "N", "C", "C", "N", "C", "C", "N", "H", "H", "H", "H", "H", "H", "F", "C", "F", "F", "C", "C", "C", "C", "C", "C", "P", "C", "C", "C", "C", "C", "C", "C", "F", "F", "F", "C", "C", "C", "C", "C", "C", "C", "F", "F", "F", "H", "H", "H", "H", "H", "H", "H", "H", "H", "H", "H", "H"], "coordinates": [[0.6786, 0.4370, 0.2566], [0.3945, 2.0507, -2.1450], [2.0641, 1.6865, -3.1662], [2.6208, -0.1231, -3.1531], [2.8121, 2.3151, -2.6988], [1.8103, 2.0052, -4.1712], [1.8261, 0.2278, 2.0193], [2.7623, 0.8134, 1.3625], [2.7837, 0.5166, 0.1161], [3.3514, 2.0614, 1.8700], [1.9758, 3.1829, 1.2175], [0.6490, 3.2796, 2.4175], [-1.3998, 2.7759, 0.9493], [-2.8490, 3.0015, 1.3219], [-2.9508, 3.6321, 2.4847], [-1.0487, 2.7068, 3.9175], [0.4371, 2.7129, 3.6075], [2.6589, 4.8146, 0.9671], [2.7820, 5.6979, 2.0437], [3.3413, 6.9475, 1.8396], [3.7755, 7.3134, 0.5719], [3.6496, 6.4404, -0.5001], [3.0868, 5.1906, -0.3068], [4.2617, 2.3260, 1.3348], [3.4730, 2.0863, 2.9500], [-1.2320, 2.9566, -0.1144], [-3.6737, 2.6671, 0.7095], [-3.8769, 3.8992, 2.9724], [-1.2910, 2.7957, 4.9745], [1.1647, 2.1868, 4.2098], [2.4443, 5.4134, 3.0322], [3.4437, 7.6369, 2.6657], [4.2138, 8.2898, 0.4174], [3.9863, 6.7365, -1.4836], [2.9794, 4.5109, -1.1437], [-1.6090, 1.3981, 3.5044], [-1.5882, 3.8732, 3.0658], [-0.6569, 3.7972, 1.8503], [-0.9624, 1.3695, 1.1889], [-1.3027, 0.7346, 2.3661], [-1.2455, -0.6477, 2.2799], [-0.5769, -1.3422, 1.2007], [-0.6843, -2.8329, 1.5702], [-1.2184, -2.8017, 2.9628], [-1.4943, -1.5808, 3.2790], [-2.0014, 0.8650, 4.2624], [-1.4814, 4.8012, 3.6254], [-0.5670, 4.7494, 1.3255], [0.2598, -3.3688, 1.4851], [-1.3847, -3.6240, 3.6417], [-1.8998, -1.3481, 4.1791], [-2.2016, -3.5296, -7.3555], [-2.9793, -2.8424, -6.5144], [-4.0562, -3.5842, -6.2397], [-3.3801, -1.7272, -7.1284], [-2.2152, -2.5267, -5.2446], [-2.0309, -3.5333, -4.3041], [-1.3100, -3.2727, -3.1565], [-0.7634, -2.0020, -2.9411], [-0.9486, -1.0063, -3.8932], [-1.6760, -1.2661, -5.0437], [0.0583, -1.6884, -1.3702], [1.3528, -2.9154, -1.0918], [2.1321, -2.9104, 0.0734], [3.2149, -3.7557, 0.1910], [3.5540, -4.6001, -0.8633], [2.8165, -4.5948, -2.0320], [1.7172, -3.7510, -2.1505], [4.7599, -5.5027, -0.6964], [4.5735, -6.3260, 0.3414], [4.9836, -6.2310, -1.7849], [5.8494, -4.7656, -0.4453], [-1.3526, -1.7667, -0.1570], [-2.4603, -0.8854, -0.5882], [-3.6691, -1.0387, -0.0431], [-3.9587, -2.1316, 0.8869], [-3.1092, -3.1467, 1.0601], [-1.7279, -3.1225, 0.4754], [-5.2548, -2.0736, 1.6627], [-5.6421, -3.2700, 2.0877], [-5.0579, -1.2928, 2.7534], [-6.2311, -1.5282, 0.9472], [-2.4490, -4.5167, -4.4732], [-1.1554, -4.0749, -2.4448], [-0.5290, -0.0254, -3.7521], [-1.8220, -0.4927, -5.7848], [1.9199, -2.2334, 0.8930], [3.8118, -3.7531, 1.0938], [3.0891, -5.2432, -2.8534], [1.1562, -3.7531, -3.0750], [-2.2949, -0.1386, -1.3572], [-4.4924, -0.4011, -0.3397], [-3.3980, -4.0075, 1.6525], [-1.5147, -4.0063, -0.1280]], "lowdin_charge": [1.525, 0.698, -0.898, 0.763, 0.009, 0.028, -0.088, -0.685, -0.166, -0.134, 1.101, -0.348, -0.268, -0.013, 0.010, -0.179, 0.012, -0.384, -0.070, -0.040, -0.029, -0.048, -0.092, 0.122, 0.117, 0.081, 0.119, 0.131, 0.165, 0.126, 0.112, 0.123, 0.126, 0.120, 0.089, 0.149, -0.179, -0.208, -0.077, -0.262, -0.203, -0.058, -0.124, 0.077, 0.196, 0.148, 0.168, 0.166, 0.142, 0.171, 0.198, 0.179, -0.597, 0.170, 0.166, -0.069, 0.034, -0.068, -0.368, -0.085, 0.033, 1.022, -0.362, -0.110, 0.026, -0.071, 0.042, -0.051, -0.599, 0.172, 0.177, 0.170, -0.429, -0.067, 0.044, -0.076, 0.047, -0.136, -0.595, 0.182, 0.139, 0.183, 0.144, 0.113, 0.041, 0.137, 0.079, 0.143, 0.141, 0.108, 0.107, 0.140, 0.149, 0.154], "total_charge": 3, "homo_energy_ev": -16.02, "fmax_ev_per_a": 0.90, "de_lowest_kj_mol": 541.2}



(2)
{"formula": "C3H2FO2Pr", "method": "ωB97M-V with the def2-TZVPD basis set", "elements": ["F", "O", "O", "C", "C", "C", "H", "H", "Pr"], "coordinates": [[-2.6170, 1.2917, 0.3393], [0.0547, -0.8702, -0.4040], [-2.5135, -1.0067, 0.1097], [0.1525, 0.3674, -0.9866], [-0.9649, 1.0478, -0.3813], [-1.7341, -0.0920, 0.1302], [0.1581, 0.3656, -2.0881], [-0.7054, 1.9982, 0.0881], [2.8479, -0.8170, 0.1835]], "lowdin_charge": [-0.180, -0.338, 0.196, -0.310, -0.039, -0.231, 0.111, 0.123, 1.667], "total_charge": 1, "homo_energy_ev": [-11.34, -11.25], "fmax_ev_per_a": 5.65, "de_lowest_kj_mol": 314.6, "spin_multiplicity": 4}



(3)
{"formula": "C28H34F3O12", "method": "ωB97M-V with the def2-TZVPD basis set", "elements": ["F", "F", "C", "C", "C", "C", "C", "C", "H", "H", "H", "H", "H", "F", "C", "C", "C", "C", "C", "C", "H", "H", "H", "H", "H", "C", "C", "C", "O", "C", "O", "O", "H", "H", "H", "H", "H", "H", "C", "C", "C", "O", "C", "O", "O", "H", "H", "H", "H", "H", "H", "C", "C", "C", "O", "C", "O", "O", "H", "H", "H", "H", "H", "H", "C", "C", "C", "O", "C", "O", "O", "H", "H", "H", "H", "H", "H"], "coordinates": [[11.8938, 8.8372, 11.5478], [7.1326, 10.3640, 7.9473], [7.7324, 10.3724, 9.1857], [8.8324, 9.5527, 9.3258], [9.4135, 9.6016, 10.6236], [8.9357, 10.4159, 11.6119], [7.8292, 11.1768, 11.4413], [7.2063, 11.1805, 10.2128], [9.1896, 8.8593, 8.5642], [10.3577, 9.0956, 10.8823], [9.4304, 10.5216, 12.5584], [7.5094, 11.8336, 12.2543], [6.3756, 11.8091, 10.0212], [12.1076, 12.7694, 17.7846], [12.2513, 12.3141, 16.5209], [13.4872, 12.0199, 15.9712], [13.4603, 11.4173, 14.6800], [12.2271, 11.1577, 14.0495], [10.9993, 11.5238, 14.6309], [11.0323, 12.1680, 15.8266], [14.4325, 12.0694, 16.5543], [14.4220, 11.2658, 14.2103], [12.2194, 10.5564, 13.1403], [10.0378, 11.3059, 14.1631], [10.1898, 12.5138, 16.4318], [11.8950, 13.0953, 11.1752], [12.3883, 11.7794, 10.5920], [12.3394, 11.7928, 9.0558], [13.6261, 12.3185, 8.7292], [14.4880, 12.0571, 9.6873], [15.6542, 12.1492, 9.5468], [13.7975, 11.7094, 10.8231], [10.8162, 13.1209, 11.0590], [12.3194, 13.9581, 10.6323], [12.1608, 13.0811, 12.2597], [11.9640, 10.8635, 11.0275], [11.6109, 12.5306, 8.6472], [12.1620, 10.8574, 8.5283], [9.9191, 8.1493, 14.2781], [11.0011, 7.0940, 14.2286], [12.3274, 7.5889, 14.7158], [12.9595, 6.3386, 15.0822], [11.9878, 5.4500, 15.4151], [12.1096, 4.3676, 15.8784], [10.7352, 5.9818, 15.0957], [10.1095, 8.8968, 13.5181], [9.8945, 8.5460, 15.3214], [8.9482, 7.7164, 14.0537], [11.0446, 6.7108, 13.2188], [12.2196, 8.1711, 15.6539], [12.8166, 8.1743, 13.9861], [12.3434, 5.2678, 10.3838], [11.4234, 6.0810, 9.5991], [12.1037, 7.2658, 8.9752], [11.5379, 7.3373, 7.6763], [10.9518, 6.1709, 7.3179], [10.5187, 5.8719, 6.2605], [10.9428, 5.3437, 8.4194], [12.9826, 5.7857, 11.0788], [12.9474, 4.7160, 9.6866], [11.7408, 4.5631, 10.9303], [10.4534, 6.3977, 10.0636], [13.1493, 7.1388, 8.7602], [11.9401, 8.2328, 9.4890], [15.8597, 8.2517, 13.6196], [15.5731, 7.4697, 12.3565], [15.2672, 8.4204, 11.1968], [15.9923, 7.7268, 10.0737], [16.8379, 6.7654, 10.5374], [17.5723, 6.0607, 9.9241], [16.6845, 6.7261, 11.9051], [16.7753, 8.8381, 13.5048], [15.9506, 7.6692, 14.4867], [14.9959, 8.9197, 13.7275], [14.7646, 6.7364, 12.5679], [15.7583, 9.3621, 11.1941], [14.2007, 8.4983, 10.9718]], "lowdin_charge": [-0.517, 0.018, -0.257, 0.021, -0.065, -0.131, -0.102, -0.023, 0.113, 0.048, 0.056, 0.111, 0.097, 0.037, -0.286, -0.009, -0.059, -0.096, -0.086, -0.026, 0.123, 0.097, 0.077, 0.090, 0.121, -0.016, -0.322, -0.073, 0.067, -0.596, 0.163, 0.049, 0.077, 0.098, 0.080, 0.100, 0.141, 0.128, -0.015, -0.348, -0.089, 0.052, -0.534, 0.159, 0.065, 0.039, 0.102, 0.088, 0.143, 0.149, 0.089, -0.020, -0.319, -0.116, 0.039, -0.557, 0.156, 0.057, 0.078, 0.098, 0.086, 0.169, 0.131, 0.105, -0.014, -0.335, -0.020, 0.033, -0.542, 0.151, 0.061, 0.099, 0.065, 0.070, 0.151, 0.119, 0.103], "total_charge": -1, "homo_energy_ev": -7.27, "fmax_ev_per_a": 2.66}